Formula: C86H198F9N6O14P2S2
Source: the OMol25 dataset
Level of theory: ωB97M-V/def2-TZVPD

Calculated values
- HOMO energy: -16.3008 eV
- Net charge: +5
- Maximum force: 0.1049 hartree/bohr
- Orbital gap: 7.791 eV

Cartesian coordinates (Å):
C: -21.6111 26.3866 -9.1041
C: -20.9481 26.8238 -7.7860
N: -21.8815 26.5489 -6.4993
C: -22.3673 25.0706 -6.5108
C: -21.0528 26.5589 -5.2069
C: -20.3594 27.8934 -4.8741
C: -23.0403 27.5378 -6.5485
C: -24.1994 27.2012 -5.5510
O: -23.7759 27.1948 -4.2059
C: -24.8269 26.9604 -3.3287
H: -22.4863 26.9324 -9.4564
H: -21.7556 25.3181 -8.9442
H: -20.9555 26.2348 -9.9616
H: -20.8284 27.9072 -7.7826
H: -19.9075 26.5478 -7.6157
H: -23.0567 25.0371 -7.3545
H: -22.8073 24.9140 -5.5259
H: -21.5176 24.4142 -6.6983
H: -20.2827 25.7938 -5.3054
H: -21.6703 26.2369 -4.3684
H: -19.6709 28.1320 -5.6847
H: -19.6782 27.6778 -4.0510
H: -21.1631 28.5501 -4.5412
H: -23.4033 27.2818 -7.5439
H: -22.5629 28.5166 -6.5026
H: -24.5797 26.1991 -5.7494
H: -24.9869 27.8790 -5.8804
H: -24.4565 26.6776 -2.3433
H: -25.4295 26.1073 -3.6404
H: -25.5926 27.7355 -3.3612
C: -25.2726 34.6479 -3.4638
C: -25.6933 33.1015 -3.5757
N: -24.5703 32.0320 -3.3038
C: -25.2978 30.6588 -3.3527
C: -23.5288 32.1263 -4.4594
C: -24.0452 31.9121 -5.9313
C: -23.9595 32.3735 -1.8976
C: -22.9234 31.2303 -1.4449
O: -23.4777 29.8917 -1.3084
C: -22.6235 28.8459 -0.7814
H: -26.1512 35.2825 -3.5796
H: -24.6469 34.9459 -4.3051
H: -24.8519 34.9988 -2.5215
H: -26.0962 32.8762 -4.5631
H: -26.3396 32.8691 -2.7294
H: -25.9556 30.5606 -4.2163
H: -25.7610 30.4260 -2.3939
H: -24.5693 29.8587 -3.4843
H: -22.6501 31.5668 -4.1386
H: -23.2333 33.1741 -4.4071
H: -24.5882 32.7950 -6.2685
H: -24.8125 31.1415 -6.0053
H: -23.2463 31.6621 -6.6294
H: -24.8218 32.4785 -1.2392
H: -23.4422 33.3240 -2.0282
H: -22.3675 31.3823 -0.5197
H: -22.0932 31.1801 -2.1493
H: -22.1288 29.2165 0.1164
H: -21.9063 28.6187 -1.5701
H: -23.2995 28.0242 -0.5449
C: -24.5109 19.6947 2.2095
C: -24.3638 19.8966 0.7589
N: -25.4868 19.2975 -0.1310
C: -25.1246 19.6706 -1.5901
C: -25.7837 17.8031 0.1981
C: -24.6567 16.8058 -0.0933
C: -26.7394 20.0659 0.2994
C: -27.9850 19.8307 -0.6433
O: -28.6750 18.5732 -0.6039
C: -29.7788 18.6424 -1.5526
H: -23.4959 19.7383 2.6043
H: -24.8059 18.7021 2.5496
H: -25.2461 20.4211 2.5560
H: -23.4501 19.4223 0.4007
H: -24.3654 20.9780 0.6216
H: -24.9507 20.7407 -1.7023
H: -25.9644 19.4223 -2.2392
H: -24.2499 19.0895 -1.8821
H: -26.5699 17.4930 -0.4902
H: -26.3774 17.6846 1.1046
H: -24.3347 16.6648 -1.1251
H: -25.0382 15.8299 0.2071
H: -23.7826 16.9464 0.5425
H: -26.4618 21.1133 0.1808
H: -26.9355 19.7475 1.3232
H: -27.7378 20.1546 -1.6544
H: -28.7475 20.5268 -0.2935
H: -29.5390 18.4113 -2.5904
H: -30.4849 19.4726 -1.5714
H: -30.3970 17.8111 -1.2139
C: -28.5006 19.6443 -6.0727
C: -28.0143 21.1052 -6.4013
N: -26.6017 21.5542 -5.8882
C: -26.2813 20.9366 -4.5150
C: -25.6432 21.0337 -7.0157
C: -24.1486 21.0097 -6.6025
C: -26.4651 23.0900 -5.8846
C: -27.0699 23.7411 -4.5612
O: -26.3730 23.4057 -3.4635
C: -26.8608 23.8462 -2.1738
H: -28.5675 19.4254 -5.0070
H: -27.8273 18.8638 -6.4271
H: -29.4592 19.4369 -6.5482
H: -28.7060 21.7612 -5.8726
H: -28.0788 21.3337 -7.4651
H: -25.3122 21.3281 -4.2056
H: -26.3174 19.8475 -4.5387
H: -27.1197 21.2402 -3.8880
H: -25.8436 21.5364 -7.9619
H: -25.9792 20.0144 -7.2061
H: -23.9098 20.2836 -5.8255
H: -23.7269 21.9647 -6.2893
H: -23.5267 20.6747 -7.4326
H: -27.0109 23.4919 -6.7383
H: -25.4142 23.3705 -5.9554
H: -28.0635 23.3273 -4.3891
H: -27.1320 24.8289 -4.5911
H: -27.0325 24.9219 -2.1362
H: -26.0843 23.4852 -1.4994
H: -27.8239 23.3902 -1.9443
C: -17.0789 26.4566 4.0573
C: -17.5052 26.0224 2.6363
N: -16.3034 25.6661 1.6373
C: -15.1313 24.9319 2.3576
C: -16.9469 24.6388 0.6576
C: -16.2213 24.0669 -0.6525
C: -15.6775 26.9140 0.9088
C: -16.5935 27.5326 -0.1987
O: -17.9339 27.8708 0.1451
C: -18.6149 28.7343 -0.7760
H: -17.9809 26.4320 4.6687
H: -16.6473 27.4564 4.1056
H: -16.4176 25.7261 4.5233
H: -18.2806 26.6073 2.1415
H: -17.9168 25.0372 2.8557
H: -15.4190 24.1091 3.0121
H: -14.5610 25.7091 2.8662
H: -14.4551 24.4469 1.6536
H: -17.8993 25.0730 0.3534
H: -17.1703 23.7714 1.2788
H: -16.9711 23.9385 -1.4332
H: -15.6606 23.1862 -0.3393
H: -15.5537 24.8246 -1.0626
H: -14.7067 26.7221 0.4520
H: -15.5090 27.6239 1.7186
H: -16.6273 26.8092 -1.0133
H: -16.0170 28.3756 -0.5796
H: -19.6102 28.8373 -0.3438
H: -18.5728 28.3675 -1.8016
H: -18.0755 29.6786 -0.7032
C: -24.1874 25.3756 4.5399
C: -23.6958 25.8718 3.1591
N: -22.3389 25.2238 2.5889
C: -22.5621 23.6397 2.4386
C: -21.9691 25.7921 1.2204
C: -22.7345 25.1502 -0.0015
C: -21.1845 25.5041 3.6377
C: -21.0490 26.9916 4.0649
O: -20.5644 27.6869 2.8898
C: -21.0205 29.0523 2.8337
H: -25.0874 25.9087 4.8460
H: -23.5370 25.7113 5.3476
H: -24.4187 24.3116 4.5910
H: -23.3926 26.9174 3.2123
H: -24.3871 25.8028 2.3192
H: -21.8364 23.2147 1.7452
H: -23.5615 23.3596 2.1057
H: -22.4128 23.1668 3.4093
H: -20.9590 25.4746 0.9615
H: -22.1516 26.8663 1.2514
H: -22.6440 24.0682 0.0948
H: -22.3450 25.5623 -0.9324
H: -23.7894 25.4160 0.0667
H: -20.2329 25.1297 3.2603
H: -21.4330 24.9001 4.5103
H: -20.1642 27.0319 4.7001
H: -21.7820 27.5447 4.6522
H: -22.1092 29.0706 2.7837
H: -20.6174 29.4677 1.9102
H: -20.7186 29.5449 3.7580
C: -16.7625 15.8947 -6.0938
C: -17.1563 16.4431 -4.7175
C: -18.6530 16.7703 -4.7777
C: -19.0577 17.4524 -3.4975
P: -20.8622 17.5159 -3.2438
C: -21.1987 18.6380 -1.8231
C: -20.3808 18.5284 -0.4997
C: -20.2535 19.8226 0.2320
C: -19.1450 20.6582 -0.2968
C: -21.6489 18.0960 -4.7763
C: -22.0000 17.0106 -5.8944
C: -22.6669 17.6704 -7.0892
C: -22.9180 16.5416 -8.1079
C: -21.4716 15.8181 -2.9040
C: -21.2021 15.2706 -1.4810
C: -21.4123 13.7476 -1.4493
C: -21.3890 13.1105 -0.0647
H: -15.6853 15.9405 -6.2538
H: -17.0728 16.4593 -6.9730
H: -16.9460 14.8203 -6.0977
H: -16.4805 17.2426 -4.4140
H: -17.1047 15.6662 -3.9547
H: -19.2775 15.9645 -5.1637
H: -18.7484 17.5969 -5.4818
H: -18.6862 18.4683 -3.6319
H: -18.6994 16.9767 -2.5846
H: -22.2556 18.6652 -1.5579
H: -21.0064 19.5411 -2.4022
H: -19.3632 18.1635 -0.6385
H: -20.9682 17.8879 0.1583
H: -20.1913 19.6418 1.3051
H: -21.1236 20.4503 0.0397
H: -19.0905 20.8019 -1.3759
H: -18.2024 20.1688 -0.0517
H: -19.1265 21.5923 0.2647
H: -20.9367 18.8064 -5.1960
H: -22.5073 18.5816 -4.3122
H: -22.7352 16.3501 -5.4347
H: -21.1035 16.4307 -6.1135
H: -21.9944 18.4086 -7.5262
H: -23.5776 18.1553 -6.7376
H: -23.4463 15.7070 -7.6470
H: -22.0007 16.2361 -8.6114
H: -23.5039 16.8972 -8.9554
H: -21.0598 15.2300 -3.7241
H: -22.5434 15.7603 -3.0936
H: -21.9617 15.6882 -0.8201
H: -20.1665 15.3988 -1.1660
H: -20.7237 13.2390 -2.1240
H: -22.4288 13.5771 -1.8040
H: -20.4544 12.6422 0.2442
H: -22.0903 12.2894 -0.2131
H: -21.6535 13.8123 0.7262
C: -19.1599 23.1747 -10.4538
C: -18.9763 22.1472 -9.2737
C: -17.7103 22.3488 -8.4575
C: -17.8739 21.5855 -7.1248
P: -16.6277 21.8017 -5.8100
C: -16.8465 23.2240 -4.7911
C: -17.0237 24.5610 -5.4477
C: -15.8677 25.2612 -6.1728
C: -14.6232 25.4294 -5.3797
C: -16.5325 20.3262 -4.7877
C: -15.0571 20.1258 -4.2093
C: -15.1145 19.7344 -2.7510
C: -15.5054 20.9505 -1.8823
C: -15.1214 21.8834 -6.8412
C: -14.6797 20.5393 -7.5450
C: -13.6641 20.7803 -8.7039
C: -12.4904 21.7148 -8.4192
H: -18.2931 23.4489 -11.0551
H: -19.5963 24.0683 -10.0076
H: -19.8621 22.7785 -11.1874
H: -18.9221 21.1666 -9.7466
H: -19.9053 22.1794 -8.7046
H: -17.6297 23.4135 -8.2382
H: -16.7655 22.0386 -8.9038
H: -18.0613 20.5356 -7.3501
H: -18.7752 21.9360 -6.6220
H: -16.0658 23.2588 -4.0312
H: -17.7577 23.0840 -4.2096
H: -17.4891 25.3194 -4.8183
H: -17.8329 24.6319 -6.1746
H: -16.2138 26.2486 -6.4784
H: -15.6044 24.8801 -7.1595
H: -13.7921 25.7330 -6.0163
H: -14.3716 24.4322 -5.0183
H: -14.6758 26.1120 -4.5316
H: -16.9227 19.4467 -5.3000
H: -17.3215 20.5463 -4.0686
H: -14.3952 20.9517 -4.4699
H: -14.6402 19.3131 -4.8042
H: -14.2049 19.2417 -2.4076
H: -15.8719 18.9844 -2.5233
H: -14.7747 21.7592 -1.8658
H: -15.5760 20.5935 -0.8549
H: -16.4632 21.3665 -2.1948
H: -14.3250 22.2497 -6.1933
H: -15.2489 22.6292 -7.6258
H: -15.5884 20.1224 -7.9793
H: -14.1939 19.9179 -6.7927
H: -14.1925 21.1553 -9.5803
H: -13.3010 19.8145 -9.0554
H: -11.9693 21.9778 -9.3397
H: -11.8079 21.3207 -7.6662
H: -12.9385 22.6674 -8.1366
C: -18.9786 20.5449 4.1151
F: -20.2529 20.1885 4.4872
F: -18.2365 20.1269 5.1161
F: -18.5810 19.9433 2.9652
S: -18.8091 22.3879 3.9242
O: -17.3826 22.7078 4.1144
O: -19.3492 22.6797 2.5565
O: -19.6478 22.9149 4.9943
C: -26.9861 16.3427 -3.5935
F: -27.9988 15.7872 -4.3059
F: -27.3482 17.5323 -3.1678
F: -26.9059 15.5208 -2.5084
S: -25.2993 16.5323 -4.5554
O: -25.6094 17.2879 -5.7386
O: -24.4609 17.1578 -3.5426
O: -24.8205 15.1465 -4.8886
C: -20.9884 22.4350 -3.8888
O: -20.3712 23.6990 -3.4937
O: -19.9943 21.4150 -3.9169
C: -22.3007 22.0603 -3.0128
F: -22.1021 22.0677 -1.6801
F: -23.2034 22.9252 -3.2732
F: -22.7800 20.8367 -3.3119
C: -19.6793 23.8763 -2.2617
C: -19.3444 25.3520 -2.1992
H: -18.6641 25.7124 -2.9708
H: -20.2695 25.8775 -2.4360
H: -18.9804 25.7564 -1.2547
H: -18.7893 23.2515 -2.1864
H: -20.2884 23.5606 -1.4147
H: -21.3058 22.7407 -4.8858